a) Here is a 10-piece molecular cluster, C4H26NO10S overall from the Open Molecules 2025 dataset. Energies are from ωB97M-V with the def2-TZVPD basis set.

Atoms and positions in Å:
O1 0.6550 -2.1428 1.5050
C1 0.2672 -1.0388 1.9163
N1 0.4278 -0.0336 0.9712
C2 -0.2438 1.2794 1.3275
C3 0.4110 2.1876 0.3830
S1 0.6188 1.7479 -1.3220
C4 0.0132 1.6030 2.7700
H1 -0.2355 -0.8223 2.8732
H2 0.5031 -0.2186 0.0219
H3 -1.3770 1.1687 1.2988
H4 1.4682 2.3675 0.6731
H5 -0.1012 3.1387 0.2590
H6 -0.1262 0.8589 3.5163
H7 1.1551 1.8457 2.7813
H8 -0.4274 2.5254 2.8810
H9 -2.2180 -0.9978 0.0185
H10 -3.4218 -1.4136 -0.9421
O2 -3.2331 -1.2373 -0.0014
H11 -0.5143 -1.4018 -4.6729
H12 -0.6799 -2.3657 -3.5198
O3 -0.8231 -2.2414 -4.4537
H13 -2.0267 -1.8521 2.8316
H14 -3.2995 -1.1393 2.0783
O4 -2.7478 -1.1377 2.8970
H15 2.9559 -1.1220 1.3786
H16 3.0714 -2.4075 0.8019
O5 3.6989 -1.6293 0.9693
H17 4.1961 -1.1955 -0.6716
H18 3.7357 -0.4522 -1.9450
O6 3.9946 -1.3278 -1.5873
H19 -3.2240 2.9209 -1.9971
H20 -1.7374 2.5356 -2.3896
O7 -2.6472 2.6488 -2.7675
H21 -1.8561 -0.0054 -2.2936
H22 -3.0957 0.8803 -2.6723
O8 -2.7949 -0.0904 -2.5908
H23 2.4170 0.8009 1.3922
H24 3.3925 1.7665 0.7110
O9 3.2558 1.2728 1.4853
H25 0.6077 -1.3501 -1.7962
H26 0.1063 -2.0469 -0.6041
O10 -0.1208 -1.8787 -1.5143

Kohn-Sham gap in hartree: 0.26822
Charge: -1

---

b) Here is a 10-piece molecular cluster, C4H26NO10S overall from the Open Molecules 2025 dataset. Energies are from ωB97M-V with the def2-TZVPD basis set.

Atoms and positions in Å:
C1 1.0182 -0.2811 0.2953
N1 0.4902 0.0422 1.6398
C2 -0.8335 0.0290 1.8877
O1 -1.2359 0.3217 3.0173
C3 2.3895 -0.8780 0.4155
C4 3.3241 -0.5651 -0.8759
S1 2.5308 0.1782 -2.3371
H1 0.3769 -0.8867 -0.3339
H2 0.9868 0.6724 -0.2388
H3 1.1540 0.2347 2.3922
H4 -1.4904 -0.1736 1.0380
H5 3.0069 -0.4058 1.1728
H6 2.4538 -1.9575 0.4538
H7 4.2383 -0.1130 -0.4975
H8 3.6882 -1.5348 -1.2318
H9 1.2392 3.2185 0.0492
H10 0.9461 2.0393 0.9619
O2 1.1169 2.9937 0.9793
H11 -1.8499 2.6975 1.8912
H12 -0.6712 3.6360 1.2644
O3 -1.4443 3.0816 1.1103
H13 2.4114 2.2996 3.3009
H14 1.0146 2.0098 3.4818
O4 1.8569 1.5261 3.4828
H15 -0.6697 -3.5733 2.3788
H16 -0.2383 -3.6909 0.9214
O5 0.0095 -3.9567 1.8173
H17 -2.1867 0.6478 -3.4554
H18 -1.1565 -0.4717 -3.2212
O6 -2.0728 -0.3047 -3.5448
H19 -3.1810 0.1130 -1.3767
H20 -2.9678 -1.1331 -2.1367
O7 -3.4098 -0.8251 -1.3364
H21 -1.9697 -2.1424 -0.5671
H22 -0.6953 -2.5243 -1.4905
O8 -1.3339 -2.8200 -0.8160
H23 -3.4731 2.4741 -0.2508
H24 -2.0083 2.3980 -0.6803
O9 -2.8801 2.0330 -0.8595
H25 0.4877 -2.0391 -3.4259
H26 0.9162 -0.8556 -2.5656
O10 0.1119 -1.5139 -2.7095

Kohn-Sham gap in hartree: 0.23752
Charge: -1

---

It turns out b) is the most stable, with the second structure 103.0 kJ/mol higher.

---

a) Here is a 2-piece molecular cluster, H4S2Si overall from the Open Molecules 2025 dataset. Energies are from ωB97M-V with the def2-TZVPD basis set.

Atoms and positions in Å:
Si1 0.6615 -0.0289 -0.4480
S1 -2.9305 -0.4382 0.0184
S2 -0.4718 1.7504 0.3776
H1 2.0544 0.1724 -0.1087
H2 0.5159 -1.1867 0.4679
H3 0.0131 -0.5008 -1.7098
H4 -1.8211 -0.8622 -0.7235

Kohn-Sham gap (alpha / beta) in hartree: 0.21594 / 0.21271
Charge: 0

---

b) Here is a 2-piece molecular cluster, H4S2Si overall from the Open Molecules 2025 dataset. Energies are from ωB97M-V with the def2-TZVPD basis set.

Atoms and positions in Å:
S1 2.2429 1.2121 -0.2057
Si1 2.1543 -0.6106 0.5635
S2 0.7075 -2.0850 -0.1402
H1 3.0633 -1.2071 1.5816
H2 0.2071 -1.2060 -0.9813
H3 0.7912 1.1709 -2.7504
H4 0.3529 0.6142 -3.0281

Kohn-Sham gap in hartree: 0.32295
Charge: 0
Structure (SMILES): S=[SiH]S.[H][H]

---

It turns out b) is the most stable, with the second structure 350.6 kJ/mol higher.

---

a) Here is an isolated molecule of C3H3NOS from the Open Molecules 2025 dataset. Energies are from ωB97M-V with the def2-TZVPD basis set.

Atoms and positions in Å:
S1 1.7237 1.7352 0.9069
C1 0.6595 0.6496 0.2987
C2 -0.4220 -0.0763 0.9167
C3 -0.9762 -0.8392 -0.0436
O1 -0.3631 -0.6846 -1.2355
N1 0.6406 0.2391 -0.9965
H1 -0.6998 0.0032 1.9458
H2 -1.7973 -1.5296 -0.0289
H3 1.2347 0.5026 -1.7636

Kohn-Sham gap in hartree: 0.32544
Charge: 0
Structure (SMILES): S=c1cco[nH]1

---

b) Here is a 2-piece molecular cluster, C3H3NOS overall from the Open Molecules 2025 dataset. Energies are from ωB97M-V with the def2-TZVPD basis set.

Atoms and positions in Å:
O1 1.1675 -1.7356 0.1111
N1 1.0711 -0.5568 0.0336
C1 1.3074 0.6671 0.0280
S1 3.0013 0.8560 -0.0588
H1 0.5403 1.4254 0.0131
C2 -1.6302 -0.6945 -0.2686
C3 -1.9073 0.3667 0.2069
H2 -1.3960 -1.6211 -0.7066
H3 -2.1541 1.2926 0.6414

Kohn-Sham gap (alpha / beta) in hartree: 0.25229 / 0.24597
Charge: 0
Structure (SMILES): O=NC=S.C#C

---

c) Here is an isolated molecule of C3H3NOS from the Open Molecules 2025 dataset. Energies are from ωB97M-V with the def2-TZVPD basis set.

Atoms and positions in Å:
S1 -1.9667 -0.0753 -0.1048
C1 -0.2919 -0.0865 0.1218
C2 0.5324 1.0710 0.0227
C3 1.8105 0.6354 -0.0758
O1 1.8550 -0.6046 -0.0833
N1 0.5011 -1.1801 0.1799
H1 -1.8353 1.4145 0.6126
H2 -0.1698 2.0297 0.2576
H3 2.8190 1.1385 -0.1988

Kohn-Sham gap in hartree: 0.33779
Charge: 0
Structure (SMILES): Sc1ccon1

---

It turns out a) is the most stable, with the second structure 191.1 kJ/mol higher.

---

a) Here is an isolated molecule of C3H3NOS from the Open Molecules 2025 dataset. Energies are from ωB97M-V with the def2-TZVPD basis set.

Atoms and positions in Å:
O1 1.3774 -1.9527 0.0305
C1 0.4831 -1.3983 0.5100
N1 -0.6619 -1.0274 0.6153
C2 -1.1574 0.2338 0.2912
C3 -0.2358 1.0569 -0.4208
S1 1.4388 0.7044 -0.6807
H1 -2.1657 0.4980 0.3589
H2 -0.6429 1.7304 -1.1002
H3 1.5645 0.1547 0.3958

Kohn-Sham gap in hartree: 0.31669
Charge: 0
Structure (SMILES): O=C=N/C=C\S

---

b) Here is an isolated molecule of C3H3NOS from the Open Molecules 2025 dataset. Energies are from ωB97M-V with the def2-TZVPD basis set.

Atoms and positions in Å:
C1 0.4089 -1.1279 0.1686
C2 0.9172 0.0610 0.1416
C3 -1.6731 1.1132 -0.0565
N1 -2.1748 -0.0351 -0.0079
O1 -1.6250 -1.1563 0.1847
S1 0.0302 1.6019 0.1357
H1 0.6173 -2.1613 0.0745
H2 1.9882 0.2293 0.1390
H3 -2.3184 1.9531 -0.2501

Kohn-Sham gap in hartree: 0.30330
Charge: 0

---

It turns out a) is the most stable, with the second structure 244.6 kJ/mol higher.

---

a) Here is an isolated ion of composition C5H11N3 and charge +2 from the Open Molecules 2025 dataset. Energies are from ωB97M-V with the def2-TZVPD basis set.

Atoms and positions in Å:
N1 -1.6151 1.1755 -0.7124
C1 -1.9084 -0.0048 -0.1275
N2 -3.1085 -0.2184 0.4239
C2 -0.7688 -0.9614 0.1951
N3 0.5726 -1.0020 -0.5107
C3 1.5014 -0.1962 -0.2588
C4 2.9170 -0.0827 -0.2564
C5 2.0696 0.8270 0.6187
H1 -2.1277 2.0741 -0.6973
H2 -0.8322 1.1979 -1.4042
H3 -3.4426 -1.0531 0.8689
H4 -3.6435 0.5775 0.5375
H5 -0.4362 -0.5551 1.1706
H6 -0.9473 -2.0611 0.1651
H7 0.7488 -1.6906 -1.1638
H8 3.5946 0.3250 -1.0747
H9 3.4626 -0.9337 0.1991
H10 2.1471 0.6984 1.7034
H11 1.8166 1.8837 0.3234

Kohn-Sham gap in hartree: 0.41683
Charge: +2
Structure (SMILES): NC(=[NH2+])C[NH+]=C1CC1

---

b) Here is an isolated ion of composition C5H11N3 and charge +2 from the Open Molecules 2025 dataset. Energies are from ωB97M-V with the def2-TZVPD basis set.

Atoms and positions in Å:
C1 -1.8816 -0.2502 0.4334
C2 -1.7138 0.8685 -0.2377
C3 -0.7963 -1.3034 0.3263
C4 0.4705 1.3349 0.4908
C5 1.5906 -0.6528 -0.2694
N1 1.7009 0.5951 0.3731
N2 -0.4662 1.2240 -0.6073
N3 0.3053 -1.0623 -0.4778
H1 -2.8045 -0.5360 0.8828
H2 -2.4924 1.4919 -0.7711
H3 -0.5817 -1.4484 1.3429
H4 -1.2476 -2.2853 0.1415
H5 -0.0483 0.9072 1.3676
H6 0.7903 2.3423 0.6956
H7 2.2198 -0.6798 -1.1071
H8 2.2045 -1.5363 0.1705
H9 2.5286 1.0898 0.0528
H10 -0.2278 1.5418 -1.4805
H11 0.4498 -1.6411 -1.3266

Kohn-Sham gap (alpha / beta) in hartree: 0.24913 / 0.27197
Charge: +2

---

It turns out a) is the most stable, with the second structure 364.5 kJ/mol higher.

---

a) Here is an isolated molecule of C3H4O3 from the Open Molecules 2025 dataset. Energies are from ωB97M-V with the def2-TZVPD basis set.

Atoms and positions in Å:
C1 0.0920 0.9270 -1.2835
C2 0.0135 0.2517 -0.2324
O1 0.6876 0.7803 0.7977
C3 -0.7338 -0.9237 0.3479
O2 -1.8279 -0.9024 0.8501
O3 0.0091 -1.7545 0.7901
H1 0.8189 1.7328 -1.2633
H2 -0.2842 0.7957 -2.3455
H3 0.2346 0.8419 1.6194
H4 0.9902 -1.7488 0.7197

Kohn-Sham gap in hartree: 0.38278
Charge: 0
Structure (SMILES): C=C(O)C(=O)O

---

b) Here is an isolated molecule of C3H4O3 from the Open Molecules 2025 dataset. Energies are from ωB97M-V with the def2-TZVPD basis set.

Atoms and positions in Å:
C1 -1.4965 0.4422 0.0774
C2 -0.0705 0.3884 0.0165
O1 0.7424 1.5327 0.0703
O2 1.8562 0.6481 0.1570
C3 0.9714 -0.4811 -0.0830
O3 1.2774 -1.8157 0.0158
H1 -1.6957 1.5035 -0.2095
H2 -1.9601 -0.2127 -0.6874
H3 -1.7459 0.0849 1.0297
H4 2.1214 -2.0901 -0.3868

Kohn-Sham gap in hartree: 0.33007
Charge: 0
Structure (SMILES): Cc1ooc1O

---

c) Here is an isolated molecule of C3H4O3 from the Open Molecules 2025 dataset. Energies are from ωB97M-V with the def2-TZVPD basis set.

Atoms and positions in Å:
O1 2.0050 -0.0315 1.2229
C1 1.0305 -0.4949 0.6906
C2 0.2671 0.1923 -0.4408
O2 -0.1165 -0.7553 -1.4134
C3 -0.9805 0.8496 0.1497
O3 -1.7609 0.1893 0.7944
H1 0.5987 -1.4734 0.9905
H2 0.9191 0.9238 -0.9230
H3 -0.7975 -1.3197 -1.0183
H4 -1.1649 1.9198 -0.0526

Kohn-Sham gap in hartree: 0.37022
Charge: 0
Structure (SMILES): O=CC(O)C=O

---

d) Here is an isolated molecule of C3H4O3 from the Open Molecules 2025 dataset. Energies are from ωB97M-V with the def2-TZVPD basis set.

Atoms and positions in Å:
O1 -0.4556 1.9409 0.2462
C1 -0.5119 0.6414 0.3408
C2 0.6587 -0.2264 0.5117
O2 0.5136 -0.2802 1.7843
C3 -0.4757 -1.1332 -1.2732
O3 0.3375 -1.4829 -0.3521
H1 0.4218 2.2215 -0.0613
H2 -1.4772 0.2608 0.6415
H3 1.6210 0.0971 0.0651
H4 -0.6323 -2.0389 -1.9030

Kohn-Sham gap in hartree: 0.32959
Charge: 0

---

It turns out c) is the most stable, with the second structure 115.3 kJ/mol higher.